The following is a quantum chemistry calculation of an isolated molecule of C6H10O, from the OMol25 dataset.

ORCA input file:
```
! RIJCOSX wB97M-V def2-TZVPD def2/J DEFGRID3
* xyz 0 1
O 0.11579 2.12555 0.09053
C -0.90023 1.33818 -0.49533
C -1.36438 0.18863 0.40581
C -0.24064 -0.59223 1.10173
C 0.77237 -1.31912 0.20708
C 1.00331 -0.98488 -1.24321
C 1.93934 -0.61415 -0.43077
H 0.93247 1.61039 0.02820
H -1.73634 2.01585 -0.69341
H -0.57380 0.95746 -1.47210
H -2.00927 0.60069 1.19135
H -1.98883 -0.49231 -0.18892
H -0.71400 -1.33735 1.75418
H 0.29047 0.09406 1.77620
H 0.92797 -2.35991 0.50979
H 0.62819 -1.04949 -2.25398
H 2.91758 -0.18138 -0.28716
*
```

frontier orbital gap = 0.390 Eh
energy relative to the best compared isomer or geometry (same formula, charge and spin) = 2.568 eV
E_HOMO = -9.54 eV
SMILES string = OCCCC1C=C1

The following is a quantum chemistry calculation of an isolated ion of composition C6H10O and charge +1 at a distorted geometry, from the OMol25 dataset.

ORCA input file:
```
! RIJCOSX wB97M-V def2-TZVPD def2/J DEFGRID3
* xyz 1 2
O -0.83856 1.90881 -2.58963
C -0.99767 1.90981 -1.38884
C -0.74280 0.55117 -0.65587
C -0.32988 0.80395 0.89907
C 0.90023 -0.09283 1.16511
C 1.03312 -2.04820 -0.34673
C 0.65631 -1.55777 0.86323
H -1.61471 2.62693 -0.90789
H -1.69709 -0.08670 -0.83158
H -0.14913 -0.19819 -1.20717
H -1.20163 0.56604 1.41011
H -0.47173 1.85102 1.04968
H 1.67205 0.36123 0.42042
H 1.45381 0.04899 2.12132
H 1.39861 -1.50496 -1.12625
H 0.83453 -3.04566 -0.59783
H 0.09453 -2.09365 1.72286
*
```

<S²> = 0.758
frontier orbital gap (alpha / beta) = 0.279 / 0.152 Eh
energy relative to the best compared isomer or geometry (same formula, charge and spin) = 4.004 eV
E_HOMO (alpha / beta) = -13.73 / -13.66 eV

The following is a quantum chemistry calculation of an isolated ion of composition C6H10O and charge +1 at a distorted geometry, from the OMol25 dataset.

ORCA input file:
```
! RIJCOSX wB97M-V def2-TZVPD def2/J DEFGRID3
* xyz 1 2
C -1.27911 0.04714 -1.83381
C -0.21431 -0.50109 -0.91793
C -0.43147 -0.03622 0.40212
C 0.55870 -0.02341 1.44001
C 0.05615 0.28874 2.63444
O 0.58232 1.33971 3.41287
C 1.16030 -0.95108 -1.44649
H -1.48805 1.18068 -1.89029
H -1.02179 -0.32067 -2.85979
H -2.37597 -0.30904 -1.76549
H -1.40536 0.45601 0.75323
H 1.60514 -0.21585 1.19280
H -0.94631 -0.00345 2.93568
H 0.62893 2.11025 2.86273
H 1.25704 -0.73270 -2.54954
H 1.31139 -2.04182 -1.34014
H 2.00239 -0.28719 -1.03038
*
```

<S²> = 0.785
frontier orbital gap (alpha / beta) = 0.301 / 0.301 Eh
energy relative to the best compared isomer or geometry (same formula, charge and spin) = 2.453 eV
E_HOMO (alpha / beta) = -13.78 / -15.42 eV

The following is a quantum chemistry calculation of an isolated molecule of C6H10O2S at a distorted geometry, from the OMol25 dataset.

ORCA input file:
```
! RIJCOSX wB97M-V def2-TZVPD def2/J DEFGRID3
* xyz 0 1
C 0.25238 -1.53312 -1.41948
C -0.13606 -0.58683 -0.32199
C 0.70094 0.36688 0.02113
C 2.12215 0.49736 -0.39439
S -0.05461 1.37396 1.34577
O 0.25419 0.92221 2.62901
O 0.18317 2.76136 1.04536
C -1.86754 0.77786 0.95640
C -1.49022 -0.59319 0.30377
H 1.17567 -1.13262 -1.91080
H -0.51215 -1.48795 -2.21065
H 0.42401 -2.54004 -1.22510
H 2.54003 -0.44492 -0.44543
H 2.84488 1.03632 0.21819
H 2.06498 0.88492 -1.46036
H -2.35290 1.39415 0.23418
H -2.47856 0.66024 1.77855
H -2.26213 -1.07114 -0.31415
H -1.40823 -1.28543 1.17000
*
```

frontier orbital gap = 0.383 Eh
energy relative to the best compared isomer or geometry (same formula, charge and spin) = 0.832 eV
E_HOMO = -9.67 eV
SMILES string = CC1=C(C)S(=O)(=O)CC1

The following is a quantum chemistry calculation of an isolated molecule of C6H10O3 at a distorted geometry, from the OMol25 dataset.

ORCA input file:
```
! RIJCOSX wB97M-V def2-TZVPD def2/J DEFGRID3
* xyz 0 1
C 0.52573 -1.31206 0.21011
C 1.05089 1.46263 1.61618
C -1.85112 -1.38152 -0.77199
C 0.56612 0.00927 -0.50553
C 0.50680 1.20781 0.25694
C -0.87827 -0.76455 0.19720
O 0.71386 0.12021 -1.89477
O 0.15171 2.31014 -0.37979
O -1.32110 -0.00039 1.14945
H 1.58597 -0.20855 -2.14976
H -0.02536 2.09277 -1.31140
H 0.70923 -2.15338 -0.45038
H 1.02784 -1.36591 1.17154
H 2.09720 1.77481 1.52569
H 0.98761 0.58433 2.24870
H 0.47548 2.25138 2.09571
H -2.67186 -0.69262 -0.97046
H -1.38268 -1.65028 -1.71957
H -2.26808 -2.28408 -0.31788
*
```

frontier orbital gap (alpha / beta) = 0.280 / 0.280 Eh
energy relative to the best compared isomer or geometry (same formula, charge and spin) = 3.199 eV
E_HOMO (alpha / beta) = -7.31 / -7.31 eV

The following is a quantum chemistry calculation of an isolated molecule of C6H10O3 at a distorted geometry, from the OMol25 dataset.

ORCA input file:
```
! RIJCOSX wB97M-V def2-TZVPD def2/J DEFGRID3
* xyz 0 1
C 0.47216 0.60072 -1.86455
C 0.63563 -0.17646 -0.50113
C 1.88792 0.37428 0.40059
O 0.81111 -1.57334 -0.56031
O -0.44916 -1.82461 0.04706
C -0.68525 -0.38676 0.33377
C -0.85871 -0.16403 1.85887
C -1.96498 -0.08151 -0.34006
O -2.54889 0.99849 -0.36574
H -0.39285 0.34335 -2.54281
H 1.48267 0.53652 -2.39175
H 0.39763 1.69117 -1.67701
H 2.10240 -0.35926 1.18985
H 1.54576 1.34850 0.77429
H 2.70159 0.33441 -0.26794
H -0.78162 0.91296 1.88865
H -0.14552 -0.88529 2.34214
H -1.79953 -0.61303 2.15142
H -2.41037 -1.07611 -0.47531
*
```

frontier orbital gap = 0.364 Eh
energy relative to the best compared isomer or geometry (same formula, charge and spin) = 5.079 eV
E_HOMO = -9.33 eV
SMILES string = CC1(C)OO[C@]1(C)C=O

What is the energy relative to the best compared isomer or geometry (same formula, charge and spin) in the fifth record?
3.199 eV

What is the formula in the third record?
C6H10O